{"formula": "C38H83BrO10", "method": "ωB97M-V/def2-TZVPD", "charge": 0, "e_above_lowest_kcal_mol": 0.00, "spin_multiplicity": 1, "smiles": "CC[C@H](C)[C@H]1OC(=O)[C@@H]([C@@H](Br)CC)[C@@]1(CCCCCOC)COO.CCOCC.CCOCC.CCOCC.CCOCC.CCOCC", "gap_ev": 10.0, "largest_force_ha_per_bohr": 0.0567, "species": ["C", "C", "C", "C", "C", "O", "C", "O", "C", "C", "Br", "C", "C", "C", "C", "C", "C", "C", "C", "O", "C", "C", "O", "O", "H", "H", "H", "H", "H", "H", "H", "H", "H", "H", "H", "H", "H", "H", "H", "H", "H", "H", "H", "H", "H", "H", "H", "H", "H", "H", "H", "H", "H", "H", "H", "H", "H", "C", "C", "O", "C", "C", "H", "H", "H", "H", "H", "H", "H", "H", "H", "H", "C", "C", "O", "C", "C", "H", "H", "H", "H", "H", "H", "H", "H", "H", "H", "C", "C", "O", "C", "C", "H", "H", "H", "H", "H", "H", "H", "H", "H", "H", "C", "C", "O", "C", "C", "H", "H", "H", "H", "H", "H", "H", "H", "H", "H", "C", "C", "O", "C", "C", "H", "H", "H", "H", "H", "H", "H", "H", "H", "H"], "xyz": [[2.936399, -0.902171, 1.145293], [1.813537, -1.175362, 0.155210], [1.116920, 0.032429, -0.504461], [2.099833, 0.994123, -1.146343], [0.007003, 0.697397, 0.318471], [-0.723916, -0.383161, 0.960251], [-1.044311, -0.052537, 2.239540], [-1.258236, -0.874208, 3.127698], [-1.070545, 1.458501, 2.237281], [-1.426450, 2.196437, 3.518016], [-3.406717, 2.047241, 3.632084], [-0.804128, 1.673593, 4.823075], [0.165539, 2.678953, 5.487732], [0.190906, 1.816817, 1.372866], [-0.004742, 3.265693, 0.900744], [1.013637, 3.832345, -0.106936], [1.458299, 5.234767, 0.308539], [2.540290, 5.806335, -0.627694], [3.622914, 6.555964, 0.137353], [4.679400, 5.682229, 0.496588], [5.018214, 5.725280, 1.861664], [1.348296, 1.729779, 2.360492], [2.573078, 2.018118, 1.728780], [3.504331, 2.195248, 2.807728], [3.621793, -0.125682, 0.832677], [3.534744, -1.796497, 1.307298], [2.519999, -0.659627, 2.119419], [2.257054, -1.709869, -0.686821], [1.079168, -1.849313, 0.580440], [0.588786, -0.424169, -1.341219], [1.554716, 1.747754, -1.709903], [2.774703, 1.466170, -0.445551], [2.705825, 0.456885, -1.872616], [-0.705558, 1.099771, -0.407808], [-1.887106, 1.662355, 1.544006], [-1.268225, 3.263606, 3.464994], [-0.319966, 0.716366, 4.684407], [-1.597297, 1.499010, 5.538035], [1.070943, 2.153488, 5.772955], [0.465376, 3.468337, 4.803990], [-0.276892, 3.137864, 6.362663], [0.035124, 3.897838, 1.783337], [-1.011272, 3.348946, 0.493843], [0.533821, 3.907935, -1.078182], [1.913337, 3.240920, -0.160479], [0.608816, 5.909354, 0.384622], [1.920952, 5.128129, 1.291302], [2.099193, 6.483947, -1.352285], [3.004939, 4.970057, -1.140886], [3.173307, 6.987037, 1.033543], [4.018123, 7.385498, -0.448626], [5.723304, 4.921747, 2.054117], [5.498818, 6.667845, 2.125191], [4.146836, 5.556899, 2.494418], [1.379711, 0.780116, 2.900559], [1.191484, 2.506761, 3.107949], [4.332714, 2.308526, 2.334706], [-3.763127, 1.339153, -0.368743], [-4.007171, 2.809973, -0.080712], [-3.994459, 3.640749, -1.224796], [-4.958535, 3.361996, -2.222430], [-6.395752, 3.478511, -1.744882], [-2.812778, 1.203401, -0.890687], [-3.733736, 0.775660, 0.565483], [-4.547754, 0.905787, -0.991088], [-3.203303, 3.187886, 0.553896], [-4.935816, 2.943903, 0.484506], [-4.779545, 2.374485, -2.663356], [-4.775821, 4.094234, -3.009507], [-6.628019, 2.754284, -0.963322], [-7.079977, 3.300738, -2.575044], [-6.584781, 4.475684, -1.344805], [2.357624, -5.090265, 3.395034], [2.704710, -5.123710, 1.916508], [4.094360, -5.167046, 1.649772], [4.793692, -6.284845, 2.165094], [4.288507, -7.619723, 1.646322], [2.834889, -4.236798, 3.878322], [1.278380, -5.005949, 3.524088], [2.684658, -5.992374, 3.913995], [2.347548, -4.207054, 1.445616], [2.191155, -5.953773, 1.417421], [4.788963, -6.270046, 3.261047], [5.829205, -6.142074, 1.856048], [3.255741, -7.810376, 1.939744], [4.900144, -8.432906, 2.037790], [4.332655, -7.643180, 0.557154], [1.927699, -7.098397, -2.306472], [2.940225, -8.231088, -2.327632], [2.438750, -9.462290, -1.842868], [1.337734, -10.007511, -2.544705], [1.616791, -10.299468, -4.009372], [1.544841, -6.949194, -1.295872], [2.394848, -6.172409, -2.642500], [1.076156, -7.296533, -2.958868], [3.771494, -7.976985, -1.670590], [3.361590, -8.355143, -3.331723], [0.458889, -9.360688, -2.441816], [1.102515, -10.937994, -2.028281], [1.846684, -9.394166, -4.572385], [0.744266, -10.763709, -4.469906], [2.464878, -10.978247, -4.107812], [-1.028741, 5.226272, -3.341441], [-0.004903, 5.730107, -2.338752], [1.205711, 4.994556, -2.319799], [1.943428, 4.970140, -3.527293], [2.382789, 6.340663, -4.013139], [-1.259186, 4.177395, -3.150827], [-1.948554, 5.804272, -3.253057], [-0.679174, 5.310828, -4.371681], [-0.413067, 5.632380, -1.331369], [0.196141, 6.796452, -2.493312], [1.382121, 4.445421, -4.308784], [2.823035, 4.362840, -3.312614], [1.534594, 6.983212, -4.252103], [2.987452, 6.240451, -4.914845], [2.977914, 6.842997, -3.249156], [-4.879104, -3.057541, -0.646561], [-5.813034, -2.221378, 0.211643], [-6.745700, -1.454616, -0.529566], [-7.637083, -2.182000, -1.353156], [-8.516733, -3.165534, -0.600215], [-4.335583, -2.422412, -1.347514], [-4.158076, -3.577863, -0.015906], [-5.416559, -3.809214, -1.226587], [-5.225968, -1.496495, 0.775772], [-6.327286, -2.848893, 0.947948], [-7.089925, -2.690881, -2.155128], [-8.263278, -1.428832, -1.831632], [-7.934008, -3.947713, -0.112522], [-9.210038, -3.649047, -1.289091], [-9.093019, -2.649881, 0.168961]], "forces_ev_per_angstrom": [[-0.255, -0.405, 0.427], [0.579, 0.189, -0.505], [0.280, -0.455, 0.335], [-0.125, -0.104, -0.403], [-0.305, 0.172, -0.602], [0.352, -0.422, 0.952], [-0.333, -1.310, 1.219], [0.279, 1.745, -2.103], [-0.130, 0.162, -0.320], [-0.133, -0.829, 0.536], [0.024, 0.144, 0.109], [0.080, 0.586, 0.381], [0.014, -0.427, -0.417], [-0.520, 0.019, 1.244], [0.674, -0.380, -0.450], [-1.039, 0.360, 0.809], [0.728, -0.478, -0.275], [0.563, 0.829, 1.226], [-0.264, 0.012, 0.090], [-0.042, -0.268, 0.110], [0.131, -0.112, -0.139], [0.144, 0.263, 0.016], [0.167, 0.004, -0.136], [-0.275, -0.059, 0.466], [-0.004, 0.218, -0.076], [-0.001, -0.214, -0.099], [0.166, 0.235, 0.115], [0.016, -0.134, -0.101], [-0.139, -0.035, 0.132], [-0.311, -0.013, -0.052], [0.062, 0.223, 0.008], [-0.017, 0.088, 0.092], [0.095, -0.194, -0.048], [0.076, 0.277, -0.054], [-0.078, 0.053, -0.079], [0.028, 0.182, -0.362], [0.025, -0.143, -0.238], [-0.180, -0.215, 0.013], [0.175, 0.087, 0.233], [0.030, 0.185, -0.036], [-0.032, 0.114, 0.158], [-0.128, 0.023, 0.323], [-0.131, 0.072, -0.092], [0.281, -0.833, 0.563], [-0.027, -0.150, -0.134], [-0.064, 0.165, 0.241], [-0.145, 0.100, 0.268], [0.371, 0.092, 0.348], [0.296, 0.192, -0.113], [0.045, 0.175, 0.191], [0.203, 0.073, -0.148], [0.144, -0.083, -0.048], [-0.010, 0.181, 0.124], [-0.149, 0.089, 0.124], [0.127, -0.188, -0.145], [-0.080, 0.060, 0.102], [0.155, 0.007, -0.331], [-0.063, -0.020, -0.190], [-0.036, -0.100, 0.167], [0.228, 0.191, -0.094], [-0.102, -0.101, -0.068], [0.023, 0.009, 0.120], [-0.015, -0.003, 0.008], [-0.013, 0.004, 0.007], [-0.039, -0.032, 0.076], [-0.075, 0.102, -0.009], [-0.009, -0.049, -0.012], [-0.031, -0.030, 0.038], [0.057, 0.025, 0.021], [-0.008, -0.052, -0.046], [0.007, 0.010, -0.020], [-0.002, 0.009, -0.018], [0.106, -0.052, 0.041], [-0.149, 0.012, 0.039], [0.076, 0.139, -0.104], [0.025, -0.095, 0.070], [-0.090, 0.047, -0.036], [-0.020, 0.025, -0.006], [-0.009, 0.034, -0.018], [-0.053, -0.032, -0.018], [0.070, 0.012, -0.052], [0.008, -0.032, 0.042], [-0.050, -0.020, 0.004], [-0.003, 0.060, -0.025], [0.019, -0.034, 0.052], [0.028, 0.007, -0.009], [0.018, -0.029, -0.006], [-0.101, -0.072, 0.003], [0.005, 0.134, -0.065], [0.093, -0.069, 0.133], [-0.101, -0.011, -0.057], [0.095, 0.050, -0.005], [0.022, 0.020, 0.015], [0.028, 0.007, 0.023], [0.031, 0.024, -0.050], [0.020, -0.085, 0.026], [-0.050, 0.009, -0.026], [0.010, 0.027, -0.045], [0.035, 0.005, 0.051], [-0.061, 0.013, -0.010], [-0.009, -0.018, 0.014], [-0.007, -0.017, 0.003], [0.087, -0.045, -0.076], [-0.211, 0.058, -0.282], [-1.142, -0.174, -2.679], [-0.065, 0.032, -0.257], [0.010, 0.108, 0.026], [-0.057, -0.006, 0.031], [-0.026, -0.023, 0.037], [0.010, 0.066, 0.015], [-0.033, 0.014, -0.113], [0.023, 0.019, -0.022], [0.003, 0.035, -0.006], [0.018, -0.047, 0.068], [-0.014, -0.027, -0.057], [0.014, -0.016, 0.007], [0.040, -0.001, -0.110], [-0.077, -0.006, -0.103], [0.123, -0.077, 0.056], [0.009, 0.186, 0.019], [-0.046, -0.076, -0.071], [0.048, 0.006, 0.092], [0.028, 0.012, 0.017], [0.019, 0.031, 0.020], [0.001, -0.041, 0.049], [-0.058, 0.063, -0.001], [-0.016, -0.033, -0.039], [0.007, -0.047, 0.028], [0.028, 0.052, 0.015], [0.003, -0.033, -0.052], [-0.011, 0.017, -0.015], [-0.013, 0.007, -0.009]], "lowdin_charge": [-0.08, -0.19, -0.28, -0.05, -0.16, 0.04, -0.41, 0.11, -0.25, -0.57, 0.74, -0.26, -0.09, -0.26, -0.08, -0.18, -0.16, -0.17, -0.22, -0.18, -0.12, -0.13, -0.16, 0.01, 0.07, 0.07, 0.06, 0.11, 0.10, 0.14, 0.08, 0.06, 0.09, 0.14, 0.08, 0.08, 0.10, 0.08, 0.07, 0.06, 0.07, 0.11, 0.11, 0.09, 0.08, 0.11, 0.11, 0.09, 0.12, 0.11, 0.12, 0.08, 0.09, 0.08, 0.13, 0.11, 0.10, -0.06, -0.29, -0.16, -0.28, -0.07, 0.07, 0.06, 0.07, 0.09, 0.11, 0.11, 0.11, 0.07, 0.08, 0.08, -0.07, -0.28, -0.16, -0.28, -0.07, 0.08, 0.08, 0.07, 0.11, 0.10, 0.11, 0.12, 0.07, 0.08, 0.06, -0.07, -0.28, -0.16, -0.28, -0.08, 0.08, 0.08, 0.07, 0.10, 0.11, 0.11, 0.12, 0.06, 0.08, 0.08, -0.05, -0.26, -0.33, -0.25, -0.06, 0.08, 0.08, 0.07, 0.11, 0.12, 0.11, 0.12, 0.07, 0.08, 0.07, -0.08, -0.28, -0.17, -0.29, -0.08, 0.08, 0.08, 0.07, 0.11, 0.11, 0.11, 0.12, 0.07, 0.08, 0.08]}